# C63H41N9O2Sc

A structure of composition C63H41N9O2Sc (wB97M-V/def2-TZVPD, the Open Molecules 2025 dataset).

Calculated values
**Relative energy (zero: lowest compared OMol25 entry of this formula, charge and spin)**: 3.070 eV
**Highest occupied orbital energy**: -9.227 eV
**DFT total energy**: -104199.9076 eV

The geometry in ORCA input format:
```
! RIJCOSX wB97M-V def2-TZVPD def2/J DEFGRID3
* xyz 1 1
Sc -0.089 -0.299 0.161
C 1.811 7.193 -1.218
C 1.912 6.166 -2.146
C 1.528 4.877 -1.799
C 1.032 4.596 -0.529
C 0.935 5.635 0.395
C 1.322 6.924 0.055
C 0.616 3.207 -0.152
C -0.536 2.708 -0.684
C -1.399 3.423 -1.630
C -2.407 2.608 -1.957
C -2.263 1.392 -1.159
C -3.218 0.441 -1.020
C -4.420 0.465 -1.910
C -4.545 -0.487 -2.920
C -5.659 -0.495 -3.749
C -6.663 0.448 -3.573
C -6.550 1.394 -2.564
C -5.435 1.400 -1.735
C -3.226 -0.510 0.060
N -2.200 -0.765 0.873
C -2.725 -1.547 1.920
C -1.953 -1.937 2.984
C -2.486 -2.261 4.306
C -1.771 -3.127 5.140
C -2.252 -3.453 6.395
C -3.449 -2.907 6.842
C -4.155 -2.024 6.035
C -3.675 -1.698 4.778
C -0.532 -1.919 2.746
C 0.133 -2.467 1.624
C 1.412 -1.905 1.656
C 1.416 -1.057 2.780
N 0.266 -1.102 3.467
C 2.355 0.024 3.041
C 2.338 1.036 2.145
C 3.190 2.200 2.156
C 2.657 3.087 1.303
C 1.452 2.487 0.754
N 1.291 1.228 1.193
C 3.137 0.014 4.288
C 3.368 1.167 5.042
C 4.106 1.104 6.215
C 4.615 -0.110 6.656
C 4.369 -1.268 5.929
C 3.628 -1.207 4.763
C -4.118 -1.783 1.683
C -4.420 -1.185 0.503
N -1.069 1.462 -0.442
H 2.112 8.198 -1.484
H 2.293 6.367 -3.140
H 1.613 4.076 -2.528
H 0.548 5.428 1.387
H 1.235 7.720 0.783
H -1.227 4.428 -1.981
H -3.228 2.810 -2.626
H -3.758 -1.222 -3.055
H -5.743 -1.236 -4.535
H -7.532 0.444 -4.218
H -7.332 2.129 -2.419
H -5.350 2.134 -0.940
H -0.840 -3.551 4.787
H -1.694 -4.130 7.029
H -3.824 -3.156 7.827
H -5.070 -1.573 6.395
H -4.196 -0.961 4.179
H -0.185 -3.325 1.060
H 2.291 -2.214 1.124
H 4.099 2.295 2.729
H 3.032 4.066 1.048
H 2.926 2.106 4.733
H 4.268 2.003 6.795
H 5.191 -0.156 7.571
H 4.752 -2.220 6.278
H 3.426 -2.110 4.199
H -4.764 -2.380 2.307
H -5.373 -1.159 -0.002
O 0.202 -3.966 -7.181
N 0.696 -3.077 -6.526
O 1.702 -2.467 -6.827
C 0.135 -2.832 -5.172
C -0.553 -3.845 -4.627
C -1.053 -3.742 -3.289
C -1.818 -4.755 -2.690
C -2.260 -4.576 -1.408
C -1.876 -3.417 -0.720
N -1.133 -2.463 -1.248
C -0.770 -2.601 -2.538
C -0.126 -1.475 -3.176
N -0.063 -0.341 -2.454
C 0.419 0.736 -3.034
C 0.894 0.751 -4.347
C 0.868 -0.404 -5.079
C 0.336 -1.571 -4.496
H -0.715 -4.749 -5.199
H -2.061 -5.648 -3.253
H -2.878 -5.311 -0.911
H -2.183 -3.276 0.309
H 0.444 1.637 -2.437
H 1.281 1.668 -4.770
H 1.237 -0.419 -6.092
N 4.057 -1.969 -1.504
C 2.742 -1.924 -1.195
N 2.267 -0.711 -1.099
C 3.358 0.122 -1.386
C 3.441 1.507 -1.523
C 4.659 2.055 -1.865
C 5.792 1.251 -2.082
C 5.724 -0.122 -1.978
C 4.486 -0.659 -1.642
H 4.598 -2.801 -1.662
H 2.162 -2.826 -1.064
H 2.579 2.139 -1.366
H 4.745 3.129 -1.971
H 6.733 1.719 -2.342
H 6.588 -0.748 -2.163
*
```

Mulliken population analysis, charges in e, atoms 1 to 5:
1 Sc 0.239
2 C -0.487
3 C -1.069
4 C 0.287
5 C -0.100